1.
{
  "formula": "C5H7NO",
  "method": "ωB97M-V with the def2-TZVPD basis set",
  "total_energy_ha": -324.6694,
  "multiplicity": 1,
  "smiles": "OC1=NCC=CC1",
  "e_homo_ev": -9.324,
  "e_above_lowest_kcal_mol": 34.6,
  "homo_lumo_gap_ev": 10.3,
  "largest_force_ev_per_a": 2.7,
  "species": ["O", "C", "N", "C", "C", "C", "C", "H", "H", "H", "H", "H", "H", "H"],
  "xyz": [[1.122, 2.324, 0.149], [0.612, 1.111, 0.076], [-0.673, 1.200, 0.031], [-1.546, 0.054, -0.057], [-0.800, -1.255, -0.096], [0.529, -1.345, -0.045], [1.432, -0.136, 0.054], [0.023, 2.601, 0.120], [-2.246, 0.054, 0.796], [-2.184, 0.142, -0.954], [-1.408, -2.156, -0.169], [1.017, -2.318, -0.076], [2.052, -0.176, 0.961], [2.137, -0.093, -0.787]]
}

2.
{
  "formula": "C5H7NO2",
  "method": "ωB97M-V with the def2-TZVPD basis set",
  "total_energy_ha": -399.7823,
  "multiplicity": 1,
  "e_homo_ev": [-7.388, -7.403],
  "e_above_lowest_kcal_mol": 115.0,
  "homo_lumo_gap_ev": [7.7, 7.2],
  "largest_force_ev_per_a": 3.7,
  "species": ["C", "C", "C", "C", "C", "N", "O", "O", "H", "H", "H", "H", "H", "H", "H"],
  "xyz": [[0.500, -1.427, -0.704], [1.096, -1.551, 0.529], [-2.338, -0.313, -0.288], [0.271, 0.498, 0.329], [0.881, 1.867, -0.106], [-0.135, -0.179, -0.833], [-2.413, 0.138, 0.802], [1.057, -0.297, 1.107], [0.348, -2.293, -1.489], [1.663, -2.432, 1.030], [-3.118, -0.929, -0.824], [-0.670, 0.743, 0.941], [1.146, 2.344, 0.831], [0.014, 2.189, -0.630], [1.695, 1.642, -0.696]]
}

3.
{
  "formula": "C5H7NO2",
  "method": "ωB97M-V with the def2-TZVPD basis set",
  "total_energy_ha": -399.7852,
  "multiplicity": 1,
  "smiles": "C[C@H]1C/C1=N\\OC=O",
  "e_homo_ev": -9.490,
  "e_above_lowest_kcal_mol": 113.2,
  "homo_lumo_gap_ev": 10.0,
  "largest_force_ev_per_a": 7.2,
  "species": ["C", "C", "C", "C", "N", "O", "C", "O", "H", "H", "H", "H", "H", "H", "H"],
  "xyz": [[-0.712, 0.028, -1.940], [0.286, -0.714, -1.107], [1.191, 0.202, -0.513], [0.219, -0.420, 0.322], [0.004, -1.186, 1.299], [0.262, -0.527, 2.540], [-0.587, 0.521, 2.679], [-1.695, 0.554, 2.212], [-0.248, 0.215, -2.882], [-1.037, 1.002, -1.540], [-1.597, -0.623, -2.013], [0.794, -1.673, -1.255], [2.255, 0.134, -0.168], [1.026, 1.239, -0.866], [-0.160, 1.248, 3.230]]
}

4.
{
  "formula": "C5H7NO2",
  "method": "ωB97M-V with the def2-TZVPD basis set",
  "total_energy_ha": -399.8922,
  "multiplicity": 1,
  "smiles": "[H]/N=C(/C)C(=C)C(=O)O",
  "e_homo_ev": -9.246,
  "e_above_lowest_kcal_mol": 46.0,
  "homo_lumo_gap_ev": 9.4,
  "largest_force_ev_per_a": 4.8,
  "species": ["H", "N", "C", "C", "C", "C", "C", "O", "O", "H", "H", "H", "H", "H", "H"],
  "xyz": [[-1.148, 0.053, -2.276], [-1.620, -0.325, -1.461], [-0.985, -0.374, -0.393], [-1.559, -0.880, 0.883], [0.424, 0.637, -0.140], [0.542, 1.938, 0.071], [1.406, -0.406, 0.025], [0.992, -1.573, -0.056], [2.673, -0.080, -0.265], [-1.295, -1.933, 0.982], [-1.160, -0.373, 1.757], [-2.638, -0.747, 0.862], [-0.283, 2.604, -0.153], [1.452, 2.352, 0.490], [3.198, -0.893, -0.327]]
}

5.
{
  "formula": "C5H7NO2",
  "method": "ωB97M-V with the def2-TZVPD basis set",
  "total_energy_ha": -399.8134,
  "multiplicity": 1,
  "e_homo_ev": -8.953,
  "e_above_lowest_kcal_mol": 95.5,
  "homo_lumo_gap_ev": 9.7,
  "largest_force_ev_per_a": 6.5,
  "species": ["C", "C", "C", "C", "C", "N", "O", "O", "H", "H", "H", "H", "H", "H", "H"],
  "xyz": [[2.364, 0.119, -0.081], [0.694, 1.023, 0.167], [-0.188, -0.190, 0.083], [-1.150, -0.400, 1.327], [-0.981, 0.044, -1.258], [1.978, -1.067, -0.135], [0.470, 2.177, 0.262], [0.679, -1.345, -0.053], [3.251, 0.657, -0.177], [-1.547, 0.492, 1.516], [-0.475, -0.699, 2.082], [-1.843, -1.068, 1.002], [-0.168, -0.080, -2.084], [-1.462, 1.123, -1.110], [-1.622, -0.788, -1.541]]
}

6.
{
  "formula": "C5H7NO2",
  "method": "ωB97M-V with the def2-TZVPD basis set",
  "total_energy_ha": -399.8105,
  "multiplicity": 1,
  "e_homo_ev": -7.248,
  "e_above_lowest_kcal_mol": 97.3,
  "homo_lumo_gap_ev": 8.0,
  "largest_force_ev_per_a": 5.2,
  "species": ["C", "C", "C", "C", "C", "N", "O", "O", "H", "H", "H", "H", "H", "H", "H"],
  "xyz": [[0.256, 1.372, -0.848], [0.874, 0.105, -1.052], [0.812, 1.181, 2.282], [-0.579, 0.710, 0.163], [-0.921, -1.554, -0.755], [-0.020, -0.581, -0.058], [0.602, 2.314, 2.336], [1.122, 0.068, 2.415], [0.683, 2.209, -1.342], [1.861, -0.229, -1.018], [-1.732, 0.601, 0.137], [-0.503, -2.411, -1.187], [-1.774, -1.804, -0.175], [-1.184, -1.025, -1.637], [0.502, -0.958, 0.739]]
}

7.
{
  "formula": "C5H7NO2",
  "method": "ωB97M-V with the def2-TZVPD basis set",
  "total_energy_ha": -399.8448,
  "multiplicity": 1,
  "smiles": "C=CC(=C)N(O)C=O",
  "e_homo_ev": -8.834,
  "e_above_lowest_kcal_mol": 75.8,
  "homo_lumo_gap_ev": 9.4,
  "largest_force_ev_per_a": 2.8,
  "species": ["C", "C", "C", "C", "N", "O", "C", "O", "H", "H", "H", "H", "H", "H", "H"],
  "xyz": [[-2.589, 0.455, -0.268], [-1.437, 0.302, 0.453], [-0.397, -0.658, 0.050], [-0.650, -1.957, -0.044], [0.883, -0.144, 0.046], [1.918, -1.121, -0.083], [1.317, 1.167, -0.130], [0.621, 2.163, -0.058], [-2.658, -0.048, -1.273], [-3.315, 1.145, 0.103], [-1.285, 0.820, 1.464], [0.176, -2.568, -0.417], [-1.611, -2.417, 0.087], [2.316, -1.274, 0.810], [2.418, 1.166, -0.342]]
}

8.
{
  "formula": "C5H7NO2",
  "method": "ωB97M-V with the def2-TZVPD basis set",
  "total_energy_ha": -399.8661,
  "multiplicity": 1,
  "smiles": "COc1nocc1C",
  "e_homo_ev": -9.113,
  "e_above_lowest_kcal_mol": 62.4,
  "homo_lumo_gap_ev": 10.0,
  "largest_force_ev_per_a": 5.7,
  "species": ["C", "O", "C", "N", "O", "C", "C", "C", "H", "H", "H", "H", "H", "H", "H"],
  "xyz": [[-2.494, 1.025, -0.012], [-1.474, 0.034, 0.045], [-0.245, 0.496, 0.029], [0.179, 1.702, -0.003], [1.553, 1.709, -0.019], [2.045, 0.446, -0.001], [1.120, -0.514, 0.024], [1.114, -1.989, 0.012], [-2.714, 1.403, 0.988], [-3.370, 0.534, -0.434], [-2.178, 1.855, -0.642], [3.117, 0.401, -0.001], [0.243, -2.373, 0.537], [1.090, -2.359, -1.014], [2.013, -2.369, 0.491]]
}

9.
{
  "formula": "C5H7NO2",
  "method": "ωB97M-V with the def2-TZVPD basis set",
  "total_energy_ha": -399.8778,
  "multiplicity": 1,
  "smiles": "CCCn1c(=O)c1=O",
  "e_homo_ev": -10.302,
  "e_above_lowest_kcal_mol": 55.1,
  "homo_lumo_gap_ev": 10.7,
  "largest_force_ev_per_a": 3.6,
  "species": ["C", "C", "C", "N", "C", "O", "C", "O", "H", "H", "H", "H", "H", "H", "H"],
  "xyz": [[-1.337, -0.724, 0.910], [-1.303, 0.025, -0.452], [-0.041, 0.870, -0.751], [1.220, 0.256, -0.544], [2.420, 0.534, 0.078], [3.087, 1.470, 0.295], [1.922, -0.759, 0.104], [1.824, -1.928, 0.312], [-0.563, -1.583, 0.970], [-1.084, 0.035, 1.762], [-2.395, -1.057, 1.023], [-2.124, 0.671, -0.589], [-1.427, -0.738, -1.243], [-0.201, 1.278, -1.771], [0.003, 1.651, -0.105]]
}

10.
{
  "formula": "C5H7NO2",
  "method": "ωB97M-V with the def2-TZVPD basis set",
  "total_energy_ha": -399.8814,
  "multiplicity": 1,
  "smiles": "C[C@H]1O[C@@]1(C)N=C=O",
  "e_homo_ev": -9.731,
  "e_above_lowest_kcal_mol": 52.8,
  "homo_lumo_gap_ev": 10.6,
  "largest_force_ev_per_a": 4.6,
  "species": ["C", "C", "O", "C", "C", "N", "C", "O", "H", "H", "H", "H", "H", "H", "H"],
  "xyz": [[-1.729, 1.133, 0.172], [-0.407, 0.726, -0.419], [0.597, 1.034, 0.535], [0.726, -0.317, 0.132], [2.176, -0.490, -0.253], [0.158, -1.373, 0.913], [-0.873, -1.718, 0.420], [-1.840, -2.190, -0.059], [-1.738, 0.963, 1.256], [-1.891, 2.205, 0.015], [-2.569, 0.590, -0.266], [-0.285, 1.008, -1.458], [2.493, -1.533, -0.162], [2.382, -0.133, -1.264], [2.800, 0.094, 0.439]]
}

11.
{
  "formula": "C5H7NO2",
  "method": "ωB97M-V with the def2-TZVPD basis set",
  "total_energy_ha": -399.6327,
  "multiplicity": 1,
  "e_homo_ev": [-7.068, -7.106],
  "e_above_lowest_kcal_mol": 208.9,
  "homo_lumo_gap_ev": [4.4, 4.6],
  "largest_force_ev_per_a": 3.3,
  "species": ["C", "C", "C", "C", "C", "N", "O", "O", "H", "H", "H", "H", "H", "H", "H"],
  "xyz": [[-0.873, -1.164, -0.361], [0.436, -0.733, -0.900], [1.398, -0.355, 0.296], [0.964, 1.003, 0.715], [-1.796, -0.094, -0.151], [-1.898, 1.332, -0.205], [-1.174, -2.338, -0.202], [-2.831, 0.437, 0.534], [0.847, -1.646, -1.551], [0.315, 0.099, -1.566], [1.340, -1.184, 1.099], [2.551, -0.262, -0.035], [1.451, 1.843, 0.314], [0.439, 1.295, 1.617], [-1.169, 1.767, 0.397]]
}

12.
{
  "formula": "C5H7NO2",
  "method": "ωB97M-V with the def2-TZVPD basis set",
  "total_energy_ha": -399.6821,
  "multiplicity": 1,
  "smiles": "O[C@@]12C=NO[C@H]1CC2",
  "e_homo_ev": -9.578,
  "e_above_lowest_kcal_mol": 177.9,
  "homo_lumo_gap_ev": 10.3,
  "largest_force_ev_per_a": 5.3,
  "species": ["O", "C", "C", "N", "O", "C", "C", "C", "H", "H", "H", "H", "H", "H", "H"],
  "xyz": [[-0.465, 0.693, -1.523], [0.380, 0.312, -0.356], [0.805, 1.688, -0.043], [-0.019, 2.189, 0.761], [-0.745, 1.355, 1.532], [-0.438, 0.112, 0.879], [-0.913, -1.299, 0.507], [0.397, -1.277, -0.527], [-0.028, 0.380, -2.274], [1.450, 2.572, -0.479], [0.596, -0.066, 1.532], [-1.662, -1.493, -0.173], [-0.714, -1.906, 1.363], [1.085, -1.276, 0.261], [0.270, -1.986, -1.461]]
}

13.
{
  "formula": "C5H7NO2",
  "method": "ωB97M-V with the def2-TZVPD basis set",
  "total_energy_ha": -399.6748,
  "multiplicity": 1,
  "e_homo_ev": -7.663,
  "e_above_lowest_kcal_mol": 182.4,
  "homo_lumo_gap_ev": 5.8,
  "largest_force_ev_per_a": 5.1,
  "species": ["C", "C", "C", "C", "C", "H", "H", "H", "H", "H", "H", "H", "N", "O", "O"],
  "xyz": [[-2.791, 0.083, 0.215], [-1.310, -0.202, -0.182], [-0.541, -1.253, 0.049], [0.798, -0.715, 0.063], [0.765, 0.639, -0.270], [-2.957, 0.357, 1.289], [-3.276, -0.974, -0.024], [-3.091, 1.010, -0.521], [-0.874, -2.231, 0.354], [2.712, -0.607, -0.693], [1.630, -2.126, -0.456], [2.545, 0.912, 1.611], [2.064, -1.279, 0.059], [1.519, 1.730, 0.155], [-0.603, 0.932, -0.308]]
}

14.
{
  "formula": "C5H7NO2",
  "method": "ωB97M-V with the def2-TZVPD basis set",
  "total_energy_ha": -399.8562,
  "multiplicity": 1,
  "smiles": "O=CNC(=O)C1CC1",
  "e_homo_ev": -10.210,
  "e_above_lowest_kcal_mol": 68.6,
  "homo_lumo_gap_ev": 10.4,
  "largest_force_ev_per_a": 6.9,
  "species": ["O", "C", "N", "C", "O", "C", "C", "C", "H", "H", "H", "H", "H", "H", "H"],
  "xyz": [[-1.687, 1.101, -1.127], [-1.451, -0.178, -1.303], [-0.512, -1.123, -0.853], [0.810, -0.822, -0.141], [1.767, -1.604, -0.477], [0.937, 0.126, 0.975], [0.395, 1.716, 0.966], [-0.084, 0.661, 1.891], [-1.924, -0.766, -2.111], [-0.274, -2.026, -1.430], [1.919, 0.070, 1.397], [0.757, 2.579, 1.641], [-0.196, 1.901, 0.197], [0.147, 0.893, 2.960], [-1.129, 0.226, 1.816]]
}

15.
{
  "formula": "C5H7NO2",
  "method": "ωB97M-V with the def2-TZVPD basis set",
  "total_energy_ha": -399.8035,
  "multiplicity": 1,
  "e_homo_ev": [-8.899, -8.905],
  "e_above_lowest_kcal_mol": 101.7,
  "homo_lumo_gap_ev": [7.7, 7.7],
  "largest_force_ev_per_a": 4.9,
  "species": ["C", "C", "C", "C", "C", "N", "O", "O", "H", "H", "H", "H", "H", "H", "H"],
  "xyz": [[1.402, -1.254, 0.005], [-0.075, -1.542, -0.196], [-0.806, -0.229, 0.096], [0.213, 0.873, -0.228], [1.498, 0.228, 0.158], [2.643, 0.855, 0.716], [2.285, -2.060, 0.052], [3.056, 0.989, -0.657], [-0.216, -1.865, -1.229], [-0.393, -2.363, 0.444], [-1.723, -0.123, -0.481], [-1.066, -0.181, 1.155], [0.202, 1.104, -1.297], [0.041, 1.799, 0.327], [2.440, 1.795, 1.082]]
}

16.
{
  "formula": "C5H7NO2S",
  "method": "ωB97M-V with the def2-TZVPD basis set",
  "total_energy_ha": -797.9252,
  "multiplicity": 3,
  "e_homo_ev": [-7.784, -8.346],
  "e_above_lowest_kcal_mol": 25.5,
  "homo_lumo_gap_ev": [8.5, 5.6],
  "largest_force_ev_per_a": 5.9,
  "s2": 2.01,
  "species": ["C", "C", "C", "C", "C", "N", "O", "O", "S", "H", "H", "H", "H", "H", "H", "H"],
  "xyz": [[0.358, 1.343, 1.165], [-1.428, -0.258, -0.955], [-0.524, -0.821, 0.405], [0.537, 0.134, 0.499], [1.722, -0.026, -0.401], [-1.217, -0.799, -1.995], [-0.599, 1.699, 1.989], [-0.784, -1.666, -2.673], [-1.854, -0.933, 1.524], [1.270, 1.968, 1.053], [-2.186, 0.556, -0.856], [-0.135, -1.771, -0.013], [2.496, 0.743, -0.368], [1.333, -0.131, -1.469], [2.201, -1.038, -0.248], [-1.191, 0.998, 2.345]]
}